Record 1
Formula: C4H7NO2
Source: the Open Molecules 2025 dataset
Level of theory: ωB97M-V/def2-TZVPD

Structure (XYZ):
```
14
Properties=species:S:1:pos:R:3:nbo_charge:R:1
C -1.0987 -0.2513 -0.1017 -0.026
H 1.8898 0.8577 -0.2464 0.213
H 1.7568 -0.9878 0.9170 0.370
H 0.8621 -1.2872 -0.7405 0.162
N 0.9291 -0.3693 1.1176 -0.604
H -1.4438 -0.5007 0.8982 0.212
O -0.6015 1.8106 -1.2106 -0.549
H -2.1517 0.5434 -1.4816 0.494
H 0.0422 -2.1551 0.6462 0.218
C 1.0182 0.9449 0.4117 -0.350
H 1.0498 1.8941 0.9944 0.239
C -0.2797 0.9891 -0.3717 0.561
O -2.1840 -0.2941 -0.9734 -0.693
C 0.2113 -1.1944 0.1406 -0.247
```

Summary:
Net charge ... 0
ΔE to the lowest compared entry with this formula, charge and spin ... 61.3 kcal per mole
SMILES ... O=C1CNC[C@@H]1O
Maximum force ... 2.5 eV/A
Frontier orbital gap ... 0.3974 hartree
Highest occupied orbital energy ... -10.0 eV

Record 2
Formula: C4H7NO2
Source: the Open Molecules 2025 dataset
Level of theory: ωB97M-V/def2-TZVPD

Structure (XYZ):
```
14
Properties=species:S:1:pos:R:3:nbo_charge:R:1
C 1.6652 -0.7960 -0.1870 -0.204
C -1.0303 0.1510 -1.0485 -0.338
H 2.4395 -0.0589 0.0621 0.186
O 0.5997 0.2386 2.3323 -0.531
C 0.4519 -0.1517 1.2545 0.599
O -1.4939 1.5264 0.8277 -0.695
H -0.7954 1.0616 -1.5936 0.210
H 1.7981 -1.7632 0.3031 0.189
N 1.0199 -0.7711 -1.3356 -0.650
H -1.3298 -0.7151 -1.6174 0.232
H -1.8903 -0.5372 0.7742 0.192
H -1.3561 1.4700 1.7841 0.475
C -1.3351 0.2645 0.2835 0.001
H 1.2567 0.0812 -1.8397 0.336
```

Summary:
Net charge ... 0
ΔE to the lowest compared entry with this formula, charge and spin ... 107.2 kcal per mole
Maximum force ... 1.3 eV/A
Frontier orbital gap ... 0.3473 hartree
Highest occupied orbital energy ... -8.8 eV

Record 3
Formula: C4H7NO2
Source: the Open Molecules 2025 dataset
Level of theory: ωB97M-V/def2-TZVPD

Structure (XYZ):
```
14
Properties=species:S:1:pos:R:3:nbo_charge:R:1
C 0.7115 0.4161 -0.7045 -0.014
O -1.4528 -0.6686 -0.5512 -0.328
H -2.2613 -1.1998 1.2061 0.176
C -0.4528 -0.2217 -1.3490 -0.175
O 1.8188 -0.4809 -0.4908 -0.747
H -0.3136 1.7708 0.6638 0.196
H 1.6785 -1.2006 -1.1189 0.475
C -1.4093 -0.7290 0.7313 0.303
H -0.8299 0.0338 -2.3284 0.185
N -0.3664 -0.1711 1.4288 -0.630
H 1.2287 1.1408 1.2674 0.224
H 0.2658 -0.8434 1.8521 0.397
H 1.0538 1.2669 -1.3117 0.181
C 0.3290 0.8866 0.7051 -0.242
```

Summary:
Net charge ... 0
ΔE to the lowest compared entry with this formula, charge and spin ... 90.6 kcal per mole
Maximum force ... 0.3 eV/A
Frontier orbital gap (alpha / beta) ... 0.2755 / 0.2885 hartree
Highest occupied orbital energy (alpha / beta) ... -6.9 / -7.0 eV

Record 4
Formula: C4H7NO2
Source: the Open Molecules 2025 dataset
Level of theory: ωB97M-V/def2-TZVPD

Structure (XYZ):
```
14
Properties=species:S:1:pos:R:3:nbo_charge:R:1
O -0.0173 -1.5378 0.5585 -0.500
O -0.7304 1.1614 1.2998 -0.706
C -0.6087 -1.4799 -0.6547 0.387
C 0.3293 0.8388 0.4167 0.040
H -1.4945 0.6241 1.0507 0.466
H 1.8699 -0.6994 0.2634 0.183
H -1.0651 1.3915 -1.0852 0.217
H 1.1289 -0.5393 1.8774 0.210
C -0.1563 0.7754 -1.0355 -0.284
H -1.1972 -2.3878 -0.8157 0.173
C 0.9339 -0.4997 0.8059 -0.099
N -0.5991 -0.5355 -1.4949 -0.490
H 0.5314 1.2606 -1.7371 0.212
H 1.0752 1.6274 0.5509 0.192
```

Summary:
Net charge ... 0
ΔE to the lowest compared entry with this formula, charge and spin ... 36.4 kcal per mole
SMILES ... O[C@@H]1CN=COC1
Maximum force ... 0.5 eV/A
Frontier orbital gap ... 0.3880 hartree
Highest occupied orbital energy ... -9.7 eV

Record 5
Formula: C4H7NO2
Source: the Open Molecules 2025 dataset
Level of theory: ωB97M-V/def2-TZVPD

Structure (XYZ):
```
14
Properties=species:S:1:pos:R:3:nbo_charge:R:1
O 1.7783 -1.6704 -0.8036 -0.495
H 0.9926 2.1169 1.2965 0.220
H -0.9448 -0.7162 -1.8972 0.464
H 2.2614 1.6230 0.1511 0.234
H 0.6960 2.2259 -0.4452 0.222
C -0.8110 -0.2752 -0.0019 0.192
N -1.3161 -1.3537 0.7746 -0.835
O -1.3428 -0.0799 -1.2893 -0.706
H -0.9495 -2.2469 0.4673 0.356
H -1.0532 0.6735 0.5729 0.207
H -2.3282 -1.3692 0.7935 0.379
C 0.6987 0.2318 0.3685 -0.295
C 1.1317 -0.8017 -0.3223 0.675
C 1.1871 1.6422 0.3351 -0.617
```

Summary:
Net charge ... 0
ΔE to the lowest compared entry with this formula, charge and spin ... 84.8 kcal per mole
Maximum force ... 5.2 eV/A
Frontier orbital gap ... 0.3474 hartree
Highest occupied orbital energy ... -8.9 eV

Record 6
Formula: C4H7NO2
Source: the Open Molecules 2025 dataset
Level of theory: ωB97M-V/def2-TZVPD

Structure (XYZ):
```
14
Properties=species:S:1:pos:R:3:nbo_charge:R:1
C 2.0055 0.2068 -0.5028 0.439
H -2.4148 0.5787 -1.0400 0.231
N -0.2494 1.2521 0.5386 -0.731
H 1.9152 -1.6856 0.5091 0.218
C -2.1054 -0.1865 -0.3228 -0.698
H 1.5275 -0.2737 1.5452 0.221
C 1.4125 -0.7140 0.5509 -0.187
H 1.4136 0.2246 -1.4438 0.106
H -2.1142 -1.1621 -0.8114 0.239
H -0.9282 1.9997 0.4265 0.357
O 0.0502 -0.9764 0.2357 -0.496
C -0.7276 0.1295 0.1904 0.577
H -2.8265 -0.1977 0.4998 0.239
O 3.0417 0.8047 -0.3753 -0.514
```

Summary:
Net charge ... 0
ΔE to the lowest compared entry with this formula, charge and spin ... 32.3 kcal per mole
SMILES ... [H]/N=C(\C)OCC=O
Maximum force ... 0.5 eV/A
Frontier orbital gap ... 0.3877 hartree
Highest occupied orbital energy ... -9.7 eV

no.,energy (hartree)
1,-361.7832
2,-361.7100
3,-361.7365
4,-361.8228
5,-361.7457
6,-361.8293